Entry 1:
C30H47BaBrN4OP2 as an isolated structure at a distorted geometry. Source: the Open Molecules 2025 dataset; level of theory: the ωB97M-V functional and the def2-TZVPD basis.

The geometry in XYZ format:
```
86
Properties=species:S:1:pos:R:3:mulliken_charge:R:1
N -6.90 5.33 -5.80 -0.5730
C -6.71 5.93 -4.63 -0.3148
C -5.91 5.38 -3.62 -0.4613
C -5.25 4.15 -3.85 0.8571
C -5.49 3.51 -5.09 -0.4482
C -6.31 4.15 -6.04 -0.3292
C -4.32 3.59 -2.88 -0.1670
Ba 0.85 -0.10 1.85 1.6789
P 6.45 -1.07 -0.22 0.3198
C -3.47 2.58 -3.16 -0.5985
C -2.56 1.98 -2.19 0.8532
C -1.38 1.35 -2.63 -0.7681
C -0.48 0.75 -1.72 -1.0178
C -0.84 0.72 -0.39 0.2852
C -1.97 1.34 0.10 -0.5851
C -2.84 1.98 -0.81 -0.8960
Br 2.69 -2.37 2.62 -0.6058
H -4.29 4.09 -1.91 0.2749
H -3.41 2.19 -4.18 0.2217
H -5.78 5.91 -2.68 0.3369
H -5.05 2.54 -5.33 0.3009
H -7.20 6.89 -4.47 0.3563
H -6.48 3.69 -7.01 0.3543
H -1.13 1.36 -3.70 0.4210
H -3.75 2.47 -0.45 0.3219
H 0.44 0.31 -2.09 0.5562
H -2.23 1.32 1.16 0.8980
P -0.46 -2.26 -0.11 0.1103
C 5.82 0.65 0.06 -0.3435
C 6.86 1.69 -0.37 -1.2423
H 5.59 0.75 1.13 0.4414
H 4.89 0.76 -0.52 0.2593
H 6.60 2.67 0.04 0.3610
H 7.86 1.43 -0.01 0.3726
H 6.90 1.79 -1.46 0.3368
C 5.53 -1.55 -1.74 -0.0909
C 6.20 -2.73 -2.45 -1.1998
H 5.53 -0.66 -2.39 0.4620
H 4.49 -1.78 -1.47 -0.0862
H 5.86 -2.78 -3.49 0.3734
H 7.29 -2.62 -2.45 0.3757
H 5.95 -3.68 -1.97 0.3311
C 5.50 -2.05 1.01 -0.1500
C 6.29 -2.31 2.29 -1.2046
H 5.18 -3.00 0.54 0.5517
H 4.59 -1.47 1.22 -0.0742
H 5.73 -2.99 2.93 0.3224
H 7.27 -2.74 2.08 0.4143
H 6.43 -1.37 2.84 0.3360
C -0.35 -3.59 1.17 0.1032
C -1.39 -4.71 1.19 -1.3432
H -0.34 -3.07 2.15 -0.0114
H 0.65 -4.02 1.07 0.5858
H -2.35 -4.38 1.59 0.2946
H -1.53 -5.16 0.20 0.3011
H -1.03 -5.50 1.85 0.4065
C 0.67 -2.86 -1.45 -0.1993
C 0.20 -2.74 -2.90 -1.3477
H 0.91 -3.91 -1.20 0.5818
H 1.60 -2.28 -1.30 -0.2869
H -0.53 -3.52 -3.14 0.3558
H -0.22 -1.76 -3.15 0.2504
H 1.05 -2.90 -3.56 0.4189
C -2.14 -2.43 -0.82 -0.7439
C -3.23 -1.98 0.16 -1.3072
H -2.27 -3.48 -1.13 0.5860
H -2.18 -1.80 -1.73 0.4707
H -4.02 -1.45 -0.38 0.3281
H -3.70 -2.85 0.65 0.3846
H -2.86 -1.29 0.93 0.1385
C -0.94 -0.77 6.70 -1.0560
N -1.12 0.37 5.80 0.0493
C -1.60 1.55 6.27 -0.2191
C -1.69 2.63 5.44 -0.9338
C -1.32 2.46 4.09 0.8000
N -0.81 1.30 3.63 -0.2192
C -0.74 0.23 4.48 0.6320
O -0.29 -0.88 4.06 -0.8766
N -1.48 3.44 3.18 -0.3639
H -1.89 -1.06 7.15 0.3602
H -0.25 -0.51 7.51 0.3730
H -0.54 -1.60 6.12 0.2993
H -1.86 1.55 7.33 0.4891
H -2.06 3.59 5.77 0.3816
H -1.74 4.37 3.48 0.2279
H -1.19 3.31 2.21 0.1619
```

Its charge is +2. The value obtained for the electronic energy is -4747.30627 hartree. For the orbital gap (alpha / beta), the calculation gives 5.891 / 3.371 eV. The spin multiplicity is 1. Its largest force on an atom is 0.0728 Eh/bohr. The calculation puts the HOMO energy (alpha / beta) at -12.1 / -12.2 eV.

=====

Entry 2:
A 9-piece molecular cluster, C30H75N3O9 overall at a distorted geometry. Source: the Open Molecules 2025 dataset; level of theory: the ωB97M-V functional and the def2-TZVPD basis.

The geometry in XYZ format:
```
117
Properties=species:S:1:pos:R:3:mulliken_charge:R:1
C -23.09 -11.97 -23.01 -1.9864
C -23.23 -10.68 -22.20 1.8490
C -22.29 -9.60 -22.77 -1.5401
C -24.69 -10.22 -22.27 -1.3672
C -25.01 -9.13 -21.25 -0.5565
C -24.73 -9.64 -19.84 -1.3225
C -23.27 -10.08 -19.71 1.9380
C -22.29 -8.91 -19.59 -1.7411
C -23.18 -10.85 -18.39 -2.1743
N -23.02 -11.02 -20.79 0.2090
O -21.82 -11.73 -20.58 -0.5014
H -23.45 -12.79 -22.39 0.4480
H -23.71 -11.90 -23.91 0.4375
H -22.04 -12.21 -23.17 0.3691
H -22.22 -9.70 -23.86 0.4948
H -22.56 -8.58 -22.52 0.2136
H -21.28 -9.81 -22.38 0.2367
H -24.99 -9.94 -23.28 0.4208
H -25.28 -11.11 -22.01 0.4028
H -24.36 -8.27 -21.44 0.2465
H -26.05 -8.81 -21.35 0.3931
H -25.39 -10.47 -19.59 0.3882
H -24.99 -8.84 -19.14 0.4116
H -21.26 -9.26 -19.50 0.3279
H -22.59 -8.26 -18.77 0.5797
H -22.26 -8.29 -20.49 0.1188
H -23.79 -11.76 -18.44 0.5281
H -23.68 -10.30 -17.58 0.4016
H -22.18 -11.13 -18.07 0.2994
H -21.09 -11.18 -20.92 0.3793
C -21.28 -4.11 -20.80 -2.1049
C -20.70 -2.70 -20.60 2.0053
C -20.95 -1.84 -21.85 -1.7648
C -21.34 -2.08 -19.35 -1.2707
C -20.72 -0.74 -18.99 -0.5932
C -19.27 -0.99 -18.60 -1.1581
C -18.50 -1.73 -19.72 1.4894
C -18.06 -0.72 -20.79 -1.5942
C -17.21 -2.30 -19.09 -1.8941
N -19.29 -2.83 -20.23 -0.3540
O -18.52 -3.55 -21.18 0.5366
H -22.27 -4.06 -21.23 0.6027
H -20.62 -4.68 -21.46 0.3082
H -21.31 -4.56 -19.80 0.3023
H -20.03 -1.74 -22.43 0.2844
H -21.67 -2.30 -22.52 0.4450
H -21.28 -0.83 -21.60 0.3164
H -22.43 -2.00 -19.47 0.3524
H -21.14 -2.77 -18.53 0.4322
H -20.78 0.04 -19.75 0.3312
H -21.27 -0.37 -18.12 0.3637
H -19.21 -1.53 -17.65 0.3967
H -18.74 -0.04 -18.48 0.4299
H -17.42 0.04 -20.34 0.4882
H -18.88 -0.20 -21.28 0.3865
H -17.46 -1.22 -21.55 0.0932
H -16.82 -1.56 -18.38 0.4588
H -16.42 -2.43 -19.82 0.2862
H -17.42 -3.21 -18.54 0.3678
H -18.56 -4.45 -20.83 -0.1240
C -17.42 -3.91 -25.27 -1.4928
C -16.32 -4.82 -24.72 1.4693
C -15.18 -3.92 -24.22 -1.7146
C -16.80 -5.61 -23.50 -0.0089
C -17.66 -6.80 -23.88 0.9501
C -16.97 -7.69 -24.91 -1.7617
C -16.43 -6.95 -26.11 2.0310
C -15.42 -7.84 -26.84 -2.0791
C -17.56 -6.61 -27.09 -1.7647
N -15.71 -5.76 -25.65 0.1899
O -15.04 -5.14 -26.73 -0.4922
H -17.48 -3.01 -24.65 0.4266
H -17.22 -3.56 -26.29 0.2745
H -18.41 -4.37 -25.23 0.3508
H -14.36 -4.52 -23.80 0.4573
H -14.72 -3.30 -24.98 0.3675
H -15.51 -3.29 -23.38 0.2242
H -15.94 -5.90 -22.89 0.5003
H -17.33 -4.90 -22.86 -0.6733
H -17.90 -7.42 -23.01 -0.8655
H -18.61 -6.44 -24.30 0.1799
H -17.67 -8.50 -25.15 0.5464
H -16.16 -8.24 -24.42 0.3025
H -14.47 -7.84 -26.30 0.4694
H -15.22 -7.45 -27.83 0.4156
H -15.73 -8.89 -26.90 0.3945
H -17.93 -7.50 -27.60 0.4757
H -17.27 -5.84 -27.80 0.3070
H -18.44 -6.27 -26.53 0.3379
H -15.61 -4.44 -27.05 0.3847
C -19.00 -7.01 -20.11 -0.0599
C -17.60 -7.01 -19.56 1.2999
C -17.56 -7.22 -18.06 -1.7455
O -16.91 -8.14 -20.19 -0.6397
H -18.96 -7.00 -21.21 -0.0456
H -19.55 -6.11 -19.82 0.1088
H -19.52 -7.93 -19.81 -0.2921
H -16.99 -6.15 -19.84 0.3746
H -17.78 -6.31 -17.50 0.2265
H -16.59 -7.57 -17.72 0.3098
H -18.31 -7.97 -17.82 0.3595
H -16.98 -8.91 -19.61 0.1950
O -14.50 -6.93 -16.14 -0.6126
H -13.80 -6.29 -16.06 0.3057
H -14.27 -7.44 -16.92 0.3174
O -18.79 -10.63 -21.30 -0.6509
H -18.29 -10.76 -20.48 0.3072
H -18.49 -9.77 -21.61 0.3262
O -14.55 -6.71 -20.74 -0.6494
H -15.26 -7.36 -20.60 0.3807
H -13.86 -7.18 -21.21 0.2962
O -19.08 -6.51 -15.13 -0.6294
H -19.51 -5.66 -14.97 0.3129
H -18.15 -6.29 -15.24 0.3237
O -16.93 -10.80 -19.00 -0.5643
H -17.55 -11.08 -18.31 0.2888
H -16.20 -11.42 -18.95 0.2315
```

The value obtained for the electronic energy is -2029.35608 hartree. The SMILES is CC1(C)CCCC(C)(C)N1O.CC1(C)CCCC(C)(C)N1O.CC1(C)CCCC(C)(C)N1O.CC(C)O.O.O.O.O.O. For the orbital gap, the calculation gives 8.036 eV. The spin multiplicity is 1. Its largest force on an atom is 0.0242 Eh/bohr. The calculation puts the HOMO energy at -8.1 eV.

=====

Entry 3:
A 2-piece molecular cluster, C6H12N2O2 overall at a distorted geometry. Source: the Open Molecules 2025 dataset; level of theory: the ωB97M-V functional and the def2-TZVPD basis.

The geometry in XYZ format:
```
22
Properties=species:S:1:pos:R:3:nbo_charge:R:1
C -1.88 2.29 0.55 -0.6226
C -1.65 0.88 0.13 0.1651
C -2.43 0.11 -0.89 -0.4250
C -2.35 -0.41 0.52 -0.2524
C -0.98 -1.04 0.79 -0.1827
N -0.36 0.20 0.29 -0.5048
C 0.90 0.58 -0.06 0.9348
O 1.08 1.34 -1.01 -0.6023
O 1.68 0.63 1.05 -0.7468
H -1.24 2.56 1.40 0.2144
H -1.65 2.99 -0.28 0.2285
H -2.93 2.42 0.82 0.2236
H -3.40 0.56 -1.15 0.2176
H -1.91 -0.40 -1.70 0.2208
H -3.22 -0.53 1.17 0.2225
H -0.76 -1.19 1.85 0.1952
H -0.73 -1.93 0.20 0.1861
H 1.51 1.46 1.50 0.4911
N 2.40 -1.46 -0.77 -1.0733
H 2.07 -1.68 -1.70 0.3685
H 3.37 -1.16 -0.80 0.3771
H 2.30 -2.27 -0.17 0.3648
```

The value obtained for the electronic energy is -495.72878 hartree. The SMILES is C[C@]12C[C@H]1CN2C(=O)O.N. For the orbital gap, the calculation gives 9.080 eV. The spin multiplicity is 1. Its largest force on an atom is 0.0897 Eh/bohr. The calculation puts the HOMO energy at -8.3 eV.

=====

Entry 4:
H26O13 as an isolated structure at a distorted geometry. Source: the Open Molecules 2025 dataset; level of theory: the ωB97M-V functional and the def2-TZVPD basis.

The geometry in XYZ format:
```
39
Properties=species:S:1:pos:R:3:nbo_charge:R:1
H -0.65 0.46 -0.54 0.4710
H -0.35 0.32 0.77 0.4541
H 0.66 1.08 -2.97 0.4696
H 0.80 0.62 -4.37 0.4616
H 2.99 5.18 -1.00 0.4381
H 1.87 4.01 -0.87 0.4854
H 2.66 4.03 0.63 0.4599
H 3.80 3.12 0.77 0.4528
H -1.19 -4.05 -0.81 0.4588
H -0.80 -2.55 -1.29 0.4918
H -2.28 1.01 0.33 0.4674
H -2.86 0.80 -1.07 0.4740
H -2.65 3.00 1.63 0.4768
H -1.48 3.07 2.66 0.4801
H -1.04 -3.74 3.95 0.4550
H -0.77 -2.93 2.79 0.4713
H 3.81 -2.41 1.29 0.4802
H 2.64 -1.91 0.26 0.4837
H -1.92 -2.65 -3.50 0.4539
H -3.08 -1.70 -3.31 0.4748
H 1.32 0.41 4.64 0.4589
H 1.34 -1.04 4.41 0.4683
H 1.62 0.46 -1.49 0.4491
H 2.09 1.04 -0.24 0.4803
H -3.74 -3.08 -1.37 0.4508
H -3.71 -2.42 -0.06 0.4688
O 0.05 0.04 -0.02 -0.9374
O 0.10 0.99 -3.74 -0.9318
O 2.86 4.23 -1.02 -0.9251
O 2.91 3.16 0.32 -0.9102
O -1.00 -3.08 -0.52 -0.9514
O -2.68 0.40 -0.27 -0.9343
O -1.69 2.84 1.75 -0.9545
O -0.37 -3.70 3.19 -0.9261
O 3.55 -2.17 0.33 -0.9637
O -2.06 -1.77 -3.16 -0.9270
O 1.37 -0.17 3.88 -0.9268
O 1.65 1.31 -1.00 -0.9281
O -3.77 -2.20 -0.96 -0.9198
```

The value obtained for the electronic energy is -993.41780 hartree. For the orbital gap, the calculation gives 7.372 eV. The spin multiplicity is 1. Its largest force on an atom is 0.2661 Eh/bohr. The calculation puts the HOMO energy at -7.2 eV.

=====

Entry 5:
A 2-piece molecular cluster, C7H15NO2 overall at a distorted geometry. Source: the Open Molecules 2025 dataset; level of theory: the ωB97M-V functional and the def2-TZVPD basis.

The geometry in XYZ format:
```
25
Properties=species:S:1:pos:R:3:nbo_charge:R:1
C 0.55 1.65 1.15 -0.6447
C 0.16 0.23 0.74 0.2881
C 1.19 -0.76 1.26 -0.6392
O -1.07 -0.11 1.38 -0.7404
C -0.04 0.10 -0.82 -0.1882
C -1.07 1.11 -1.36 -0.5999
C 1.28 0.28 -1.60 -0.5949
C -0.56 -1.26 -1.10 0.3420
N -0.72 -2.35 -1.51 -0.3624
H 1.49 1.97 0.68 0.2199
H -0.22 2.39 0.89 0.2100
H 0.70 1.68 2.23 0.2315
H 1.19 -0.73 2.36 0.2317
H 0.96 -1.79 0.94 0.2344
H 2.20 -0.50 0.91 0.2157
H -1.70 0.61 1.33 0.4828
H -0.67 2.12 -1.28 0.2151
H -1.28 0.91 -2.42 0.2322
H -2.03 1.05 -0.81 0.2176
H 2.03 -0.48 -1.33 0.2279
H 1.10 0.21 -2.67 0.2283
H 1.70 1.28 -1.39 0.2150
O -2.03 -2.65 0.97 -1.0021
H -1.58 -3.10 0.17 0.4915
H -1.58 -1.85 1.28 0.4879
```

The value obtained for the electronic energy is -480.94345 hartree. The SMILES is CC(C)(O)C(C)(C)C#N.O. For the orbital gap, the calculation gives 10.396 eV. The spin multiplicity is 1. Its largest force on an atom is 0.0594 Eh/bohr. The calculation puts the HOMO energy at -9.9 eV.

=====

Entry 6:
C41H40AsF7IrNO6 as an isolated structure. Source: the Open Molecules 2025 dataset; level of theory: the ωB97M-V functional and the def2-TZVPD basis.

The geometry in XYZ format:
```
97
Properties=species:S:1:pos:R:3:mulliken_spin:R:1
Ir -0.01 1.71 -0.31 -0.0190
N -1.88 2.53 -0.18 0.0156
C -2.33 3.38 -1.31 0.0091
C -2.02 2.71 -2.64 0.0013
C -0.56 2.95 -3.00 -0.0010
O -0.21 3.39 -4.07 0.0012
O 0.29 2.70 -2.03 -0.0038
H -2.50 1.73 -0.07 0.0091
H -1.91 3.08 0.67 -0.0138
H -1.78 4.32 -1.20 -0.0012
H -3.39 3.61 -1.20 -0.0017
H -2.67 3.06 -3.44 0.0000
H -2.15 1.63 -2.52 -0.0007
C 3.83 -3.36 -0.67 0.0001
C 2.31 -3.23 -0.67 0.0007
C 1.62 -4.56 -0.91 -0.0002
O 1.89 -2.71 0.58 0.0005
C 1.06 -1.57 0.39 -0.0029
C 1.25 -1.19 -1.09 0.0001
O 1.93 -2.29 -1.66 -0.0004
C -0.04 -0.87 -1.88 0.0071
O -0.76 0.18 -1.28 -0.0141
C -0.98 -2.09 -1.92 -0.0008
C -2.05 -2.17 -1.04 -0.0012
C -2.91 -3.27 -1.07 0.0001
C -2.71 -4.29 -1.99 -0.0003
C -1.64 -4.20 -2.88 -0.0004
C -0.79 -3.11 -2.84 0.0014
C 0.28 -0.45 -3.33 -0.0024
C -0.81 -0.10 -4.13 0.0000
C -0.63 0.32 -5.44 0.0003
C 0.65 0.40 -5.97 0.0000
C 1.73 0.05 -5.19 0.0003
C 1.55 -0.37 -3.87 -0.0006
C 1.42 -0.46 1.40 0.0037
O 0.47 0.55 1.27 0.0383
C 2.86 0.02 1.18 0.0033
C 3.93 -0.76 1.64 -0.0033
C 5.24 -0.35 1.45 0.0007
C 5.52 0.84 0.80 0.0003
C 4.47 1.62 0.34 0.0006
C 3.16 1.21 0.54 0.0032
C 1.26 -0.94 2.85 -0.0091
C 1.67 -0.07 3.87 0.0072
C 1.43 -0.37 5.20 -0.0007
C 0.78 -1.55 5.54 0.0001
C 0.39 -2.43 4.54 -0.0004
C 0.63 -2.12 3.21 0.0043
H 4.15 -4.00 0.15 -0.0003
H 4.28 -2.38 -0.56 0.0002
H 4.16 -3.80 -1.62 0.0001
H 1.94 -5.27 -0.14 0.0000
H 1.88 -4.96 -1.89 0.0001
H 0.54 -4.44 -0.85 0.0000
H 0.01 -1.83 0.57 0.0002
H 1.88 -0.29 -1.16 -0.0021
H -2.21 -1.36 -0.34 0.0082
H -3.74 -3.32 -0.38 0.0005
H -3.38 -5.13 -2.02 -0.0001
H -1.48 -4.99 -3.60 -0.0001
H 0.04 -3.05 -3.54 0.0000
H -1.81 -0.17 -3.72 -0.0003
H -1.49 0.61 -6.03 0.0001
H 0.79 0.73 -6.99 0.0001
H 2.74 0.12 -5.59 0.0000
H 2.42 -0.62 -3.28 -0.0001
H 3.72 -1.69 2.15 0.0004
H 6.05 -0.97 1.82 -0.0001
H 6.54 1.17 0.66 0.0000
H 4.66 2.56 -0.16 0.0001
H 2.36 1.86 0.17 -0.0014
H 2.16 0.86 3.60 -0.0011
H 1.75 0.32 5.97 0.0000
H 0.59 -1.79 6.58 0.0001
H -0.11 -3.36 4.80 0.0000
H 0.32 -2.83 2.44 0.0009
F -0.46 4.61 1.42 0.0031
As -1.50 5.98 1.81 0.0003
F -0.12 6.93 2.20 0.0002
F -1.60 5.40 3.45 0.0008
F -2.58 7.26 2.19 0.0000
F -2.87 4.93 1.42 0.0022
F -1.44 6.47 0.15 -0.0001
F -5.92 -0.60 1.84 0.0128
C -4.78 0.06 2.10 0.2047
C -3.58 -0.64 2.01 -0.0934
C -2.42 0.03 2.29 0.0792
C -2.44 1.40 2.67 0.0571
C -1.25 2.07 2.95 0.2736
C -3.69 2.07 2.73 0.1643
C -4.86 1.40 2.45 -0.0808
H -3.59 -1.68 1.74 -0.0048
H -1.46 -0.46 2.21 0.0882
H -0.31 1.55 2.88 0.2243
H -1.26 3.10 3.28 0.0188
H -3.71 3.12 2.99 0.0159
H -5.82 1.89 2.49 -0.0023
```

Its charge is -1. The value obtained for the electronic energy is -5131.90454 hartree. For the orbital gap (alpha / beta), the calculation gives 6.281 / 7.569 eV. The spin multiplicity is 2. Its largest force on an atom is 0.0181 Eh/bohr. The calculation puts the HOMO energy (alpha / beta) at -4.9 / -6.2 eV.